The following is a DFT calculation (ωB97M-V with the def2-TZVPD basis set) of a 9-piece molecular cluster, C28H46Br10N2O2 overall at a distorted geometry.

Output
ΔE to the lowest compared entry with this formula, charge and spin ... 49.2 kJ/mol
M ... 1241.728 g/mol
Highest occupied orbital energy ... -9.544 eV
Orbital gap ... 9.76 eV
Net charge ... 0
E ... -737278.5947 eV

Geometry (Å):
Br -2.3306 -8.4344 -3.8022
C -2.1167 -8.3169 -1.7760
C -1.0099 -7.3625 -1.4360
Br -0.0807 -7.8635 0.2682
H -1.8534 -9.3305 -1.4737
H -3.1022 -8.0670 -1.3831
H -1.4104 -6.3812 -1.1816
H -0.2939 -7.2209 -2.2456
Br 5.9801 5.2235 -3.4562
C 7.2120 3.7103 -3.5819
C 8.3025 3.8606 -2.4774
Br 7.4509 3.5564 -0.6843
H 7.6378 3.8005 -4.5812
H 6.6605 2.7872 -3.4033
H 8.7022 4.8745 -2.4955
H 9.0776 3.0991 -2.5639
Br 1.8226 -1.8273 -0.2501
C 1.2422 0.0343 -0.2547
C 2.2379 1.0396 -0.8272
Br 1.8096 2.8545 -0.2796
H 1.0638 0.2795 0.7922
H 0.2681 0.0353 -0.7438
H 2.2216 1.0167 -1.9168
H 3.2430 0.8296 -0.4615
Br -3.6409 -0.0512 -7.0584
C -4.5436 -1.8195 -6.5965
C -4.4484 -2.0024 -5.0817
Br -2.4696 -2.4326 -4.5850
H -4.0437 -2.6139 -7.1506
H -5.5719 -1.7166 -6.9433
H -5.1100 -2.7927 -4.7269
H -4.7615 -1.1645 -4.4589
Br -6.4241 5.9421 0.0071
C -5.0632 5.0066 1.1890
C -5.2398 3.4447 1.0886
Br -4.3322 2.8484 -0.6245
H -5.2158 5.4231 2.1847
H -4.0627 5.2402 0.8251
H -6.2617 3.0738 1.1687
H -4.7535 2.9249 1.9140
N 3.2924 0.9122 -7.5063
C 2.2305 0.0654 -7.4458
C 1.7014 -0.6699 -8.4815
C 2.3979 -0.5962 -9.6888
C 3.6009 0.0929 -9.8386
C 3.9767 0.8654 -8.6690
H 1.7099 -0.0054 -6.5022
H 0.8136 -1.2784 -8.3924
H 1.9761 -1.0790 -10.5580
H 4.1661 0.1796 -10.7548
H 4.8215 1.5339 -8.5927
N -1.8512 4.4889 5.7086
C -1.0960 5.4702 5.1883
C -1.1435 6.7229 5.7438
C -2.1769 7.1048 6.6105
C -3.0559 6.0965 7.0233
C -2.8953 4.7793 6.5443
H -0.2955 5.2006 4.5154
H -0.5768 7.5422 5.3266
H -2.2774 8.1649 6.7911
H -3.9303 6.3675 7.5963
H -3.5390 3.9189 6.6524
C 4.6047 -1.8981 5.1892
C 3.4724 -1.5508 6.1179
C 2.8364 -0.3273 5.4716
O 3.6205 -0.0451 4.3123
C 4.8822 -0.5669 4.5571
H 4.3840 -2.6891 4.4725
H 5.5204 -2.1664 5.7161
H 3.9437 -1.1406 7.0111
H 2.8592 -2.4108 6.3869
H 2.7876 0.5307 6.1421
H 1.7730 -0.4217 5.2517
H 5.4862 0.1221 5.1476
H 5.4178 -0.5805 3.6079
C -3.1183 -2.6105 3.4551
C -3.7398 -2.7798 2.1030
C -4.4215 -4.1571 2.1783
O -4.0898 -4.6314 3.5310
C -2.9632 -3.9649 4.0389
H -3.7684 -2.0204 4.1011
H -2.2040 -2.0172 3.4522
H -3.0510 -2.7522 1.2586
H -4.4626 -1.9807 1.9385
H -3.8994 -4.8288 1.4968
H -5.4770 -4.0270 1.9392
H -2.0582 -4.5182 3.7879
H -2.9760 -3.9520 5.1287